Here is a 2-piece molecular cluster, C6H12N4 overall from OMol25. Energies are from the ωB97M-V functional and the def2-TZVPD basis.

Results
Highest occupied orbital energy (spin up / spin down)   -8.008 / -8.009 eV
Kohn-Sham gap (spin up / spin down)   8.7 / 8.7 eV
DFT total energy   -12371.97443 eV
Energy relative to the best compared isomer or geometry (same formula, charge and spin)   4.556 eV

Cartesian coordinates (Å):
C1 2.13 1.25 -1.34
N1 1.07 0.76 -1.86
C2 0.53 -0.50 -1.80
N2 1.30 -1.55 -1.86
N3 2.63 -1.71 -1.84
H1 2.68 2.02 -1.71
H2 2.48 0.98 -0.43
H3 -0.62 -0.53 -1.96
H4 3.01 -0.77 -1.72
H5 3.11 -2.32 -2.44
C3 -1.59 1.12 0.52
C4 -1.12 -0.38 0.63
C5 -1.29 -0.66 2.17
C6 0.36 -0.53 0.68
N4 1.46 -0.46 0.99
H6 -1.19 1.82 1.16
H7 -2.69 1.13 0.49
H8 -1.37 1.46 -0.54
H9 -1.59 -0.90 -0.25
H10 -1.02 0.05 2.84
H11 -2.36 -0.85 2.22
H12 -0.86 -1.58 2.40